Entry 1:
ORCA calculation (the ωB97M-V functional and the def2-TZVPD basis) on a molecular structure, CH3NOS2.

## Properties
Gap between HOMO and LUMO (spin up / spin down) = 5.76 / 6.83 eV
HOMO energy (spin up / spin down) = -8.1 / -8.7 eV
Energy relative to the best compared isomer or geometry (same formula, charge and spin) = 4.657 eV

Each line ends with the Mulliken charge.
Positions of all 8 atoms, in Å:
1 C -0.8023 -0.7287 -0.6574  -0.831
2 N -0.8633 0.5296 1.7822  -0.333
3 O 1.7994 0.6415 0.1701  -0.298
4 S -0.3646 0.7125 0.4202  0.329
5 S 2.6780 1.5103 1.0734  0.184
6 H -1.7717 -0.5807 -0.9027  0.346
7 H -0.4999 -1.7099 -0.4315  0.310
8 H -0.1756 -0.3747 -1.4543  0.292

Entry 2:
ORCA calculation (the ωB97M-V functional and the def2-TZVPD basis) on a molecular structure, C37H46NdO5P2S.

## Properties
Gap between HOMO and LUMO (spin up / spin down) = 6.91 / 6.96 eV
HOMO energy (spin up / spin down) = -8.8 / -8.9 eV
Charge = +1
2S+1 = 4

Each line ends with the Mulliken charge.
Positions of all 92 atoms, in Å:
1 Nd 0.3461 -0.4236 -1.3284  -0.571
2 C 1.5650 -3.4773 -1.3875  -1.497
3 C 0.0705 -3.6897 -1.0251  -0.572
4 O -0.6134 -2.4920 -0.5790  0.221
5 C -2.0600 -2.4382 -0.8129  -0.386
6 C -2.4504 -1.6714 -2.0654  -0.826
7 O -2.0473 -0.2834 -1.8607  0.338
8 C -2.3322 0.6997 -2.8875  -0.441
9 C -1.1621 1.0505 -3.7952  -1.196
10 O 0.0080 1.3742 -2.9972  0.410
11 C 1.2148 1.4617 -3.7892  -0.802
12 C 2.4179 1.5223 -2.8680  -0.788
13 O 2.5680 0.3710 -2.0014  0.159
14 C 3.2799 -0.7795 -2.5477  -0.807
15 C 3.3729 -1.8263 -1.4526  -0.292
16 O 2.0809 -2.2130 -0.9027  0.379
17 H 1.6516 -3.4794 -2.4739  0.670
18 H 2.1653 -4.2734 -0.9334  0.531
19 H -0.0233 -4.4147 -0.2138  0.408
20 H -0.4242 -4.0468 -1.9294  0.592
21 H -2.4713 -1.9479 0.0693  -0.198
22 H -2.4534 -3.4544 -0.8667  0.580
23 H -3.5291 -1.7050 -2.2402  0.718
24 H -1.9075 -2.0533 -2.9393  0.181
25 H -2.6695 1.5866 -2.3468  0.181
26 H -3.1543 0.3417 -3.5109  0.508
27 H -1.4122 1.9229 -4.4079  0.545
28 H -0.8945 0.1958 -4.4227  0.517
29 H 1.1727 2.3736 -4.3943  0.501
30 H 1.2563 0.5743 -4.4296  0.416
31 H 2.3437 2.3786 -2.1932  0.334
32 H 3.3206 1.6392 -3.4724  0.445
33 H 4.2732 -0.4576 -2.8741  0.687
34 H 2.6971 -1.1590 -3.3949  0.189
35 H 3.8791 -2.7069 -1.8523  0.493
36 H 3.9455 -1.4406 -0.6099  -0.064
37 C -0.2847 1.5909 3.1543  -0.526
38 C -0.7836 2.5144 2.0474  -1.307
39 P -1.3413 1.8549 0.4008  1.818
40 C -1.7996 3.4756 -0.3100  0.371
41 C -2.7660 4.2884 0.2897  -0.390
42 C -3.0232 5.5582 -0.1977  -0.840
43 C -2.3109 6.0422 -1.2887  -0.587
44 C -1.3444 5.2505 -1.8864  -0.625
45 C -1.0921 3.9728 -1.4000  -0.689
46 C -2.9241 1.0362 0.8009  0.903
47 C -2.8874 -0.0711 1.6511  -0.747
48 C -4.0362 -0.7934 1.9391  -0.504
49 C -5.2438 -0.4370 1.3560  -0.826
50 C -5.2873 0.6390 0.4811  -0.899
51 C -4.1394 1.3696 0.2064  -0.641
52 C 1.0798 0.9445 2.9224  -1.428
53 P 1.2865 -0.4175 1.6873  1.727
54 C 3.1155 -0.4396 1.6674  0.766
55 C 3.7483 0.6135 1.0065  -0.511
56 C 5.1301 0.6780 0.9320  -0.727
57 C 5.9008 -0.3234 1.5099  -0.656
58 C 5.2816 -1.3701 2.1751  -0.766
59 C 3.8954 -1.4263 2.2615  -0.467
60 C 0.7975 -1.9187 2.6063  0.353
61 C 1.1031 -3.1814 2.0953  -0.564
62 C 0.6787 -4.3304 2.7407  -0.831
63 C -0.0792 -4.2414 3.9015  -0.859
64 C -0.3949 -2.9960 4.4182  -0.826
65 C 0.0465 -1.8434 3.7779  -0.824
66 H -1.0477 0.8570 3.4114  0.173
67 H -0.1883 2.2120 4.0493  0.485
68 H 0.0004 3.2359 1.7921  0.596
69 H -1.6207 3.1058 2.4270  0.604
70 H -3.3240 3.9291 1.1456  0.384
71 H -3.7755 6.1743 0.2765  0.443
72 H -2.5106 7.0364 -1.6649  0.407
73 H -0.7849 5.6245 -2.7335  0.452
74 H -0.3489 3.3525 -1.8852  0.276
75 H -1.9481 -0.4138 2.0714  0.000
76 H -3.9802 -1.6430 2.6076  0.528
77 H -6.1414 -0.9984 1.5766  0.409
78 H -6.2223 0.9187 0.0139  0.461
79 H -4.2023 2.2098 -0.4723  0.408
80 H 1.4908 0.5666 3.8630  0.639
81 H 1.7791 1.7172 2.5888  0.774
82 H 3.1598 1.3904 0.5289  0.217
83 H 5.6064 1.5028 0.4189  0.453
84 H 6.9798 -0.2815 1.4485  0.401
85 H 5.8754 -2.1454 2.6408  0.440
86 H 3.4297 -2.2427 2.7949  0.466
87 H 1.6947 -3.2630 1.1929  0.533
88 H 0.9431 -5.2998 2.3383  0.518
89 H -0.4140 -5.1401 4.4015  0.422
90 H -0.9746 -2.9140 5.3276  0.460
91 H -0.1962 -0.8869 4.2182  0.277
92 S 0.3705 -1.7024 -3.5870  -0.686

Entry 3:
ORCA calculation (the ωB97M-V functional and the def2-TZVPD basis) on 2 unconnected molecules or ions with the total composition C6H7ClOS.

## Properties
Gap between HOMO and LUMO (spin up / spin down) = 5.85 / 6.63 eV
HOMO energy (spin up / spin down) = -5.3 / -9.1 eV
2S+1 = 3
Energy relative to the best compared isomer or geometry (same formula, charge and spin) = 0.000 eV

Each line ends with the Mulliken charge.
Positions of all 16 atoms, in Å:
1 C 0.9658 0.3539 2.6021  -0.586
2 C 1.0594 0.7789 1.2127  -0.449
3 C -0.1104 -0.4621 2.7828  -0.317
4 C 0.0747 0.2944 0.3921  0.400
5 C 1.0022 0.6829 -1.8648  -1.276
6 C -0.0502 0.4371 -1.0687  0.822
7 O -1.3411 0.3776 -1.5822  -0.508
8 S -1.1093 -0.6886 1.2912  -0.102
9 Cl -2.6624 -2.9151 -2.4194  -0.243
10 H 1.6798 0.6209 3.3040  0.455
11 H 1.7610 1.5979 0.8777  0.292
12 H -0.4955 -1.2064 3.5443  0.344
13 H 0.9475 0.6031 -2.9093  0.308
14 H -2.2920 -1.6418 -2.2295  0.225
15 H 1.8896 0.9232 -1.3796  0.309
16 H -1.3191 0.2440 -2.5536  0.327

Entry 4:
ORCA calculation (the ωB97M-V functional and the def2-TZVPD basis) on a gas-phase ion, C2H5N2O (charge +1).

## Properties
Gap between HOMO and LUMO = 9.19 eV
HOMO energy = -15.2 eV
Charge = +1
Energy relative to the best compared isomer or geometry (same formula, charge and spin) = 4.787 eV

Each line ends with the Mulliken charge.
Positions of all 10 atoms, in Å:
1 C 0.9864 -0.6423 -0.0287  0.085
2 C -1.4150 0.8127 0.0551  0.026
3 N -0.3325 -1.2454 0.0247  -0.088
4 N 1.0124 0.6118 -0.1570  -0.524
5 O -1.4355 -0.4602 -0.2009  -0.094
6 H 1.8766 -1.3021 -0.1770  0.375
7 H -0.5165 -2.2251 -0.0400  0.285
8 H -0.8424 1.4277 0.8488  0.330
9 H -2.3352 1.1481 -0.4444  0.330
10 H 1.9048 1.1355 -0.3478  0.275

Entry 5:
ORCA calculation (the ωB97M-V functional and the def2-TZVPD basis) on 2 unconnected molecules or ions with the total composition C5H12N2O.

## Properties
Structure (SMILES) = [H]/N=C/N(C)C.CC=O
Gap between HOMO and LUMO = 9.92 eV
HOMO energy = -9.0 eV
Energy relative to the best compared isomer or geometry (same formula, charge and spin) = 2.184 eV

Each line ends with the Mulliken charge.
Positions of all 20 atoms, in Å:
1 H -1.9754 -1.3098 2.7218  0.234
2 N -1.9383 -0.8568 1.8150  -0.651
3 C -0.8389 -0.2821 1.5753  0.028
4 N -0.5794 0.2567 0.3204  0.066
5 C 0.0560 1.5604 0.3355  -1.061
6 C -1.6169 0.0796 -0.6750  -1.058
7 H 0.1164 -0.2428 2.1682  0.337
8 H 0.9560 1.5126 0.9473  0.328
9 H 0.3371 1.8406 -0.6782  0.343
10 H -0.6066 2.3304 0.7498  0.361
11 H -2.4918 0.7083 -0.4592  0.339
12 H -1.2320 0.3467 -1.6565  0.380
13 H -1.9401 -0.9586 -0.6468  0.340
14 C 1.8619 -0.3698 -1.4495  -1.051
15 C 1.3800 -1.0849 -0.2214  0.449
16 O 1.8863 -0.9793 0.8790  -0.552
17 H 2.4687 -1.0729 -2.0209  0.372
18 H 1.0293 -0.0761 -2.0824  0.242
19 H 2.4616 0.4972 -1.1849  0.289
20 H 0.6661 -1.8992 -0.4374  0.266